# C43H114N7O21Zn

C43H114N7O21Zn as an isolated structure in a non-equilibrium geometry (the ωB97M-V functional and the def2-TZVPD basis, the OMol25 dataset).

- orbital gap (Eh) = 0.3039
- relative energy (zero: lowest compared OMol25 entry of this formula, charge and spin) (eV) = 0.000
- energy (eV) = -148274.98489
- total charge = +1

Last column: Löwdin charge in e.
Cartesian coordinates (Å):
Zn (1.131, -1.400, 2.276)  0.723
O (-0.037, 0.669, -0.604)  0.094
C (0.336, -0.073, 0.444)  -0.787
O (-0.529, -0.713, 1.095)  -0.021
O (1.535, -0.085, 0.759)  0.005
H (0.715, 1.282, -0.824)  0.081
C (-5.804, -0.664, -3.942)  -0.062
O (-5.014, -1.220, -2.875)  -0.216
C (-4.047, -0.332, -2.399)  -0.234
C (-3.240, -1.178, -1.434)  -0.164
N (-3.911, -1.273, -0.111)  -0.040
C (-5.108, -2.105, -0.035)  -0.195
C (-4.816, -3.539, -0.314)  -0.185
O (-3.799, -4.069, 0.573)  -0.216
C (-3.313, -5.304, 0.235)  -0.147
H (-6.451, 0.158, -3.613)  0.088
H (-6.355, -1.506, -4.356)  0.091
H (-5.075, -0.207, -4.620)  0.084
H (-4.504, 0.565, -1.967)  0.124
H (-3.437, 0.019, -3.247)  0.106
H (-2.354, -0.560, -1.263)  0.100
H (-2.938, -2.129, -1.867)  0.120
H (-3.272, -1.773, 0.493)  0.079
H (-5.852, -1.860, -0.776)  0.115
H (-5.487, -1.979, 0.974)  0.115
H (-4.476, -3.677, -1.362)  0.127
H (-5.731, -4.135, -0.170)  0.135
H (-2.993, -5.403, -0.796)  0.087
H (-4.082, -6.095, 0.306)  0.095
H (-2.521, -5.645, 0.890)  0.080
C (1.652, -5.364, -7.474)  -0.095
O (1.627, -3.936, -7.438)  -0.200
C (0.289, -3.452, -7.570)  -0.226
C (-0.614, -3.681, -6.391)  -0.214
N (0.005, -3.312, -5.082)  -0.044
C (-0.234, -1.890, -4.843)  -0.200
C (0.588, -1.569, -3.544)  -0.221
O (1.967, -1.750, -3.742)  -0.183
C (2.840, -1.221, -2.694)  -0.050
H (1.309, -5.747, -8.438)  0.088
H (1.048, -5.707, -6.624)  0.087
H (2.692, -5.657, -7.430)  0.085
H (-0.132, -3.890, -8.491)  0.128
H (0.389, -2.362, -7.628)  0.119
H (-0.988, -4.696, -6.319)  0.100
H (-1.507, -3.033, -6.499)  0.123
H (0.976, -3.530, -5.172)  0.085
H (-1.282, -1.764, -4.528)  0.107
H (-0.204, -1.239, -5.725)  0.112
H (0.196, -2.247, -2.792)  0.113
H (0.428, -0.537, -3.224)  0.091
H (2.669, -1.737, -1.755)  0.067
H (2.689, -0.182, -2.407)  0.069
H (3.834, -1.390, -3.096)  0.089
C (2.906, 2.736, -0.680)  -0.042
O (1.936, 2.231, -1.589)  -0.254
C (2.036, 2.853, -2.864)  -0.200
C (0.961, 2.497, -3.812)  -0.190
N (-0.322, 2.843, -3.243)  -0.062
C (-1.450, 2.409, -4.024)  -0.187
C (-2.672, 3.162, -3.550)  -0.223
O (-3.826, 2.622, -4.164)  -0.211
C (-4.994, 3.342, -3.810)  -0.085
H (2.806, 2.176, 0.229)  0.079
H (2.677, 3.788, -0.544)  0.073
H (3.844, 2.610, -1.213)  0.092
H (3.034, 2.648, -3.241)  0.130
H (1.988, 3.944, -2.666)  0.129
H (0.911, 1.473, -4.183)  0.114
H (1.199, 3.154, -4.654)  0.129
H (-0.395, 2.593, -2.269)  0.092
H (-1.600, 1.320, -4.007)  0.112
H (-1.279, 2.641, -5.072)  0.129
H (-2.544, 4.238, -3.688)  0.119
H (-2.808, 2.977, -2.481)  0.116
H (-5.188, 3.068, -2.780)  0.083
H (-5.768, 2.922, -4.438)  0.087
H (-4.817, 4.405, -3.982)  0.093
C (1.224, 7.391, -6.008)  -0.079
O (0.277, 7.615, -4.955)  -0.177
C (0.268, 6.500, -4.158)  -0.271
C (-0.663, 6.762, -2.988)  -0.205
N (-0.533, 5.696, -2.059)  -0.093
C (-1.481, 5.786, -0.956)  -0.192
C (-1.401, 4.607, -0.032)  -0.254
O (-0.250, 4.663, 0.734)  -0.158
C (-0.307, 3.649, 1.703)  -0.092
H (1.168, 8.283, -6.625)  0.093
H (1.016, 6.441, -6.514)  0.089
H (2.191, 7.347, -5.516)  0.085
H (1.276, 6.347, -3.752)  0.124
H (-0.007, 5.625, -4.770)  0.122
H (-1.709, 6.810, -3.283)  0.116
H (-0.412, 7.700, -2.491)  0.133
H (-0.478, 4.816, -2.550)  0.068
H (-2.531, 5.825, -1.301)  0.121
H (-1.320, 6.759, -0.450)  0.139
H (-1.527, 3.700, -0.645)  0.110
H (-2.314, 4.677, 0.579)  0.130
H (0.582, 3.609, 2.331)  0.076
H (-0.406, 2.652, 1.256)  0.073
H (-1.233, 3.796, 2.286)  0.100
C (0.292, -3.978, 0.704)  -0.073
O (1.419, -3.214, 0.924)  -0.228
C (2.675, -3.777, 0.989)  -0.202
C (3.598, -2.724, 1.489)  -0.225
N (3.079, -2.106, 2.687)  -0.067
C (3.341, -3.003, 3.901)  -0.118
C (3.335, -2.137, 5.157)  -0.149
O (1.940, -1.667, 5.385)  -0.225
C (1.914, -1.070, 6.684)  -0.089
H (0.286, -4.418, -0.298)  0.107
H (-0.559, -3.333, 0.778)  0.076
H (0.397, -4.804, 1.399)  0.103
H (3.016, -4.094, -0.007)  0.150
H (2.795, -4.573, 1.738)  0.138
H (3.677, -1.889, 0.791)  0.118
H (4.606, -3.102, 1.714)  0.126
H (3.826, -1.357, 2.822)  0.110
H (4.266, -3.544, 3.717)  0.126
H (2.473, -3.639, 4.097)  0.123
H (4.027, -1.303, 5.028)  0.081
H (3.691, -2.762, 5.983)  0.138
H (0.959, -0.547, 6.739)  0.088
H (2.615, -0.257, 6.818)  0.088
H (1.917, -1.678, 7.576)  0.095
C (-4.328, 1.020, 6.248)  -0.113
O (-4.060, 0.034, 5.320)  -0.186
C (-3.078, 0.397, 4.378)  -0.227
C (-2.975, -0.708, 3.388)  -0.167
N (-2.588, -1.961, 4.069)  -0.051
C (-3.083, -3.192, 3.395)  -0.153
C (-3.062, -4.338, 4.388)  -0.195
O (-3.950, -3.979, 5.442)  -0.197
C (-4.132, -5.033, 6.382)  -0.087
H (-3.444, 1.119, 6.873)  0.083
H (-5.124, 0.579, 6.862)  0.104
H (-4.554, 2.001, 5.814)  0.097
H (-2.137, 0.552, 4.916)  0.121
H (-3.398, 1.258, 3.776)  0.135
H (-2.228, -0.443, 2.635)  0.096
H (-3.973, -0.842, 2.917)  0.135
H (-3.038, -1.954, 4.973)  0.115
H (-2.430, -3.377, 2.557)  0.097
H (-4.045, -2.983, 2.925)  0.117
H (-2.071, -4.495, 4.794)  0.118
H (-3.379, -5.296, 3.943)  0.132
H (-4.754, -4.587, 7.147)  0.092
H (-3.160, -5.317, 6.815)  0.090
H (-4.537, -5.924, 5.924)  0.084
C (6.847, 0.246, -0.629)  -0.076
O (6.868, 0.256, 0.809)  -0.199
C (6.721, -1.091, 1.310)  -0.199
C (6.572, -1.014, 2.815)  -0.216
N (5.491, -0.166, 3.095)  -0.088
C (5.613, 0.583, 4.361)  -0.162
C (4.322, 1.303, 4.652)  -0.228
O (4.222, 2.319, 3.700)  -0.168
C (3.215, 3.251, 3.973)  -0.100
H (5.834, -0.120, -0.889)  0.081
H (7.531, -0.445, -1.122)  0.089
H (6.955, 1.306, -0.879)  0.098
H (7.559, -1.727, 1.050)  0.127
H (5.817, -1.498, 0.830)  0.092
H (7.465, -0.527, 3.230)  0.132
H (6.364, -1.980, 3.277)  0.119
H (5.449, 0.534, 2.377)  0.109
H (6.515, 1.166, 4.306)  0.134
H (5.611, -0.206, 5.087)  0.103
H (4.497, 1.738, 5.626)  0.131
H (3.498, 0.592, 4.525)  0.105
H (3.399, 3.763, 4.906)  0.088
H (2.258, 2.725, 4.111)  0.073
H (3.054, 3.961, 3.174)  0.087
O (-0.157, -2.543, 3.568)  -0.130
H (-1.136, -2.203, 3.947)  0.057
H (0.417, -2.521, 4.355)  0.024
O (-3.467, 1.620, 0.661)  -0.084
H (-4.060, 0.862, 0.470)  0.017
H (-2.604, 1.177, 0.606)  0.006
O (2.003, 6.101, -0.514)  -0.081
H (1.746, 6.317, 0.385)  0.026
H (1.205, 5.968, -1.063)  -0.006
O (0.861, 0.243, 3.702)  -0.033
H (0.187, 0.794, 3.268)  0.073
H (0.395, 0.074, 4.548)  0.071